Record 1
Below is a cluster of 12 separate species, C72H60N12O24 in total in a non-equilibrium geometry, with properties calculated with ωB97M-V/def2-TZVPD.

Each line ends with the Mulliken charge.
Positions of all 168 atoms, in Å:
1 O 1.5543 -5.0472 0.2567  -0.60
2 N 0.7999 -4.9919 -0.6794  1.19
3 O 1.0223 -5.3408 -1.8272  -0.74
4 C -0.5468 -4.5123 -0.3600  -0.40
5 C -1.5140 -4.6498 -1.2962  -0.50
6 C -2.8067 -4.2384 -0.9368  -0.89
7 C -2.9955 -3.8198 0.3288  -1.34
8 C -2.0679 -3.7425 1.3333  -0.42
9 C -0.7717 -4.1204 0.9594  0.64
10 H -1.2427 -4.8073 -2.3177  0.52
11 H -3.5599 -4.2531 -1.6466  0.60
12 H -3.9879 -3.5175 0.5437  0.44
13 H -2.3106 -3.2475 2.2966  0.74
14 H 0.1038 -3.9463 1.5976  0.64
15 O -0.2067 -0.7612 -8.6923  -0.63
16 N -1.0727 -0.7580 -7.8880  1.09
17 O -2.0332 -1.4894 -7.9381  -0.63
18 C -0.9655 0.1940 -6.7605  0.18
19 C 0.2132 0.9817 -6.7221  -0.59
20 C 0.2472 1.9224 -5.6945  -0.30
21 C -0.9447 2.1473 -4.9622  -0.55
22 C -2.0345 1.3142 -5.0011  -0.36
23 C -2.0394 0.2674 -5.9102  -0.56
24 H 1.0522 0.6832 -7.4162  0.41
25 H 1.1640 2.4934 -5.5781  0.38
26 H -0.9806 2.9087 -4.1583  0.37
27 H -2.7752 1.5450 -4.2983  0.66
28 H -2.9154 -0.3252 -6.0371  0.54
29 O -3.1696 2.4136 -0.6991  -0.36
30 N -2.4109 3.0129 0.0231  0.81
31 O -1.6432 2.3610 0.7777  -0.03
32 C -2.4368 4.4482 -0.0083  0.21
33 C -1.5299 5.1133 0.7789  -0.22
34 C -1.6546 6.4677 0.8580  -1.25
35 C -2.5639 7.1289 0.0554  -0.83
36 C -3.4366 6.4418 -0.7952  -0.64
37 C -3.3810 5.0496 -0.8149  -0.40
38 H -0.8689 4.5843 1.4098  0.91
39 H -0.9891 7.0783 1.4509  0.56
40 H -2.7212 8.1772 0.1590  0.45
41 H -4.2246 6.8551 -1.3315  0.54
42 H -4.0448 4.3904 -1.4135  0.35
43 O 2.9285 2.2551 2.6495  -0.55
44 N 2.7061 3.4244 2.3130  1.44
45 O 3.1984 4.3764 2.8656  -0.70
46 C 1.9315 3.7377 1.0702  -0.33
47 C 1.2189 2.7723 0.3811  0.35
48 C 0.7331 3.1441 -0.8525  -0.65
49 C 0.8010 4.4413 -1.2784  -0.80
50 C 1.4733 5.3824 -0.5174  -1.26
51 C 2.0307 5.0506 0.6824  -0.50
52 H 1.2662 1.7401 0.7323  0.07
53 H 0.1991 2.3914 -1.3612  0.80
54 H 0.3201 4.6589 -2.1914  0.66
55 H 1.6484 6.3695 -0.8477  0.59
56 H 2.5550 5.7907 1.2073  0.80
57 O 4.3680 -5.2430 -6.1880  -0.62
58 N 3.5824 -4.6217 -6.9197  1.00
59 O 3.8575 -4.2095 -7.9836  -0.60
60 C 2.2507 -4.3014 -6.4401  -0.42
61 C 1.8799 -4.5340 -5.0682  -0.14
62 C 0.5808 -4.2667 -4.6669  0.29
63 C -0.3414 -3.7841 -5.5503  -0.25
64 C 0.0703 -3.5479 -6.8733  -0.91
65 C 1.3390 -3.7268 -7.2955  -0.60
66 H 2.5151 -5.2086 -4.4310  0.60
67 H 0.3239 -4.5177 -3.6447  0.09
68 H -1.4018 -3.6196 -5.2831  0.41
69 H -0.6237 -3.2380 -7.6196  0.68
70 H 1.5714 -3.5322 -8.3344  0.50
71 O 3.8462 -3.5637 2.2510  -0.69
72 N 3.5240 -2.9948 1.2196  0.93
73 O 2.7532 -2.0705 1.2099  -0.23
74 C 4.1425 -3.4126 -0.0037  -0.80
75 C 3.7787 -2.7679 -1.2137  0.57
76 C 3.9209 -3.3895 -2.4764  -0.97
77 C 4.5321 -4.6253 -2.5158  -0.11
78 C 4.9598 -5.2154 -1.3782  -0.79
79 C 4.7302 -4.6902 -0.1199  -0.25
80 H 3.2441 -1.7980 -1.2484  0.47
81 H 3.7641 -2.8715 -3.4159  0.55
82 H 4.7174 -5.1384 -3.4638  0.44
83 H 5.2722 -6.2305 -1.3421  0.36
84 H 4.9616 -5.2482 0.8029  0.41
85 O -5.0354 6.0772 3.7633  -0.62
86 N -4.8083 4.9137 3.6058  1.12
87 O -5.5868 4.0775 3.1842  -0.63
88 C -3.3483 4.4235 3.9098  0.20
89 C -2.5382 5.2721 4.6944  -1.02
90 C -1.2804 4.8129 5.0330  -0.63
91 C -0.8177 3.5999 4.5520  -0.50
92 C -1.5985 2.8484 3.6954  0.50
93 C -2.9683 3.2207 3.4200  -1.22
94 H -2.9131 6.2507 4.9470  0.52
95 H -0.6344 5.3116 5.7383  0.47
96 H 0.1940 3.2778 4.8899  0.20
97 H -1.1390 1.9327 3.3181  0.50
98 H -3.5528 2.6008 2.8470  1.16
99 O -5.0811 1.7727 -2.8223  -0.71
100 N -5.5921 2.1040 -1.7720  1.21
101 O -5.8905 3.2286 -1.4414  -0.69
102 C -5.8542 1.0099 -0.8108  0.12
103 C -5.6595 -0.2663 -1.1434  -0.50
104 C -5.6994 -1.2198 -0.1131  -0.21
105 C -6.0614 -0.8510 1.1778  -0.74
106 C -6.3289 0.4652 1.4755  -0.49
107 C -6.2944 1.3943 0.4551  -0.46
108 H -5.3722 -0.5118 -2.1339  0.56
109 H -5.5414 -2.3018 -0.2683  0.57
110 H -6.2651 -1.5258 2.0052  0.40
111 H -6.8053 0.8388 2.3808  0.48
112 H -6.3826 2.4447 0.7258  0.47
113 O 3.0783 2.3344 8.1860  -0.61
114 N 2.4441 2.0678 7.1663  1.04
115 O 1.5694 2.7787 6.6798  -0.64
116 C 2.7816 0.7877 6.5179  -0.22
117 C 2.1464 0.5028 5.2965  0.10
118 C 2.3543 -0.7659 4.6508  -0.30
119 C 3.1858 -1.7238 5.2896  -0.93
120 C 3.7937 -1.4290 6.5344  -0.28
121 C 3.6271 -0.1598 7.1262  -0.52
122 H 1.6185 1.3234 4.7902  0.07
123 H 1.8960 -1.0026 3.7139  0.79
124 H 3.3696 -2.6653 4.8333  0.60
125 H 4.4838 -2.0976 7.1152  0.33
126 H 4.0521 -0.0486 8.1293  0.42
127 O -2.1531 -0.6292 2.1206  -0.67
128 N -1.0327 -0.5104 1.5932  1.51
129 O -0.0305 -0.1578 2.2503  -0.48
130 C -0.9342 -0.8168 0.1532  -0.47
131 C -2.1411 -0.7605 -0.5066  0.23
132 C -2.0957 -0.7515 -1.9048  -0.91
133 C -0.9236 -1.0197 -2.5906  0.00
134 C 0.2439 -1.1758 -1.8846  -0.52
135 C 0.2929 -1.0577 -0.4803  0.48
136 H -2.9919 -0.6599 0.1580  0.40
137 H -3.0154 -0.6429 -2.4810  0.26
138 H -0.7730 -1.0105 -3.6902  0.04
139 H 1.1089 -1.3213 -2.5094  0.39
140 H 1.2295 -1.1443 0.0309  -0.17
141 O -3.4522 -5.3412 3.6722  -0.62
142 N -2.3639 -5.8006 3.4994  1.09
143 O -2.0278 -6.6118 2.6746  -0.62
144 C -1.3814 -5.2629 4.4306  -0.30
145 C -0.0637 -5.4287 4.0321  -0.08
146 C 1.0096 -4.6415 4.5814  -0.88
147 C 0.6176 -3.8703 5.6469  0.11
148 C -0.6588 -3.7420 6.0955  -0.74
149 C -1.7078 -4.4024 5.4270  -0.14
150 H 0.1055 -6.1773 3.2899  0.49
151 H 1.9424 -4.6873 4.2246  0.74
152 H 1.3790 -3.1451 6.0136  0.25
153 H -0.8582 -3.0577 6.9526  0.35
154 H -2.8060 -4.1634 5.5725  0.38
155 O 2.8452 0.8650 -1.3686  0.00
156 N 3.2585 1.8080 -2.0612  0.83
157 O 2.8418 2.0181 -3.1736  -0.62
158 C 4.2251 2.7427 -1.4442  0.32
159 C 4.7277 3.7991 -2.2704  -0.95
160 C 5.6697 4.6204 -1.6919  -0.47
161 C 6.1503 4.3888 -0.4624  -0.63
162 C 5.6406 3.3076 0.3088  -0.48
163 C 4.6863 2.4615 -0.2321  -0.08
164 H 4.4039 3.8542 -3.2689  0.60
165 H 6.1216 5.4548 -2.2275  0.38
166 H 6.7188 5.1863 0.0554  0.34
167 H 5.9802 3.1874 1.3136  0.45
168 H 4.2268 1.6145 0.3029  0.42

Results
Kohn-Sham gap in eV: 8.62
SMILES: O=[N+]([O-])c1ccccc1.O=[N+]([O-])c1ccccc1.O=[N+]([O-])c1ccccc1.O=[N+]([O-])c1ccccc1.O=[N+]([O-])c1ccccc1.O=[N+]([O-])c1ccccc1.O=[N+]([O-])c1ccccc1.O=[N+]([O-])c1ccccc1.O=[N+]([O-])c1ccccc1.O=[N+]([O-])c1ccccc1.O=[N+]([O-])c1ccccc1.O=[N+]([O-])c1ccccc1
Energy relative to the best compared isomer or geometry (same formula, charge and spin) in eV: 3.994
Max |F| in eV Å⁻¹: 6.40
HOMO in eV: -9.7


Record 2
Below is a cluster of 2 separate species, C35H33N2O2S in total in a non-equilibrium geometry, with properties calculated with ωB97M-V/def2-TZVPD.

Each line ends with the Mulliken charge.
Positions of all 73 atoms, in Å:
1 C 0.0149 -5.4743 1.4373  -1.68
2 C -0.4307 -4.0747 1.0125  0.62
3 C -1.5418 -4.1903 -0.0282  -1.35
4 C 0.7231 -3.2107 0.4940  0.40
5 C 1.8688 -3.2107 1.4858  -2.00
6 N 2.8955 -2.2702 1.0239  0.27
7 C 4.2029 -2.2606 1.5218  0.53
8 C 4.9285 -1.1702 1.0303  0.48
9 C 6.2836 -1.0531 1.3325  -0.46
10 C 6.8953 -2.0356 2.1210  -0.62
11 C 6.1582 -3.1248 2.6116  -0.72
12 C 4.7898 -3.2413 2.3212  -0.68
13 S 3.9466 -0.1260 0.0385  -0.34
14 C 2.5446 -1.1842 0.2607  0.17
15 N 1.3843 -0.9007 -0.2097  -0.05
16 C 0.2654 -1.7923 0.1093  -0.31
17 C -0.6667 -1.1362 1.1279  0.28
18 C -1.9869 -0.8449 0.7663  -0.24
19 C -2.8799 -0.3630 1.7263  -0.99
20 C -2.4424 -0.1169 3.0307  -0.53
21 C -1.1061 -0.3415 3.3709  -0.90
22 C -0.2109 -0.8447 2.4161  -0.06
23 H 0.4801 -6.0062 0.5967  0.35
24 H 0.7189 -5.4520 2.2756  0.39
25 H -0.8589 -6.0517 1.7605  0.47
26 H -0.8333 -3.5634 1.9049  0.15
27 H -1.1599 -4.6743 -0.9378  0.37
28 H -2.3533 -4.8082 0.3727  0.44
29 H -1.9689 -3.2195 -0.2988  0.16
30 H 1.0930 -3.6776 -0.4398  0.60
31 H 1.5284 -2.9419 2.5010  0.30
32 H 2.3249 -4.2039 1.5511  0.89
33 H 6.8348 -0.2073 0.9342  0.40
34 H 7.9572 -1.9555 2.3520  0.37
35 H 6.6515 -3.8844 3.2183  0.38
36 H 4.2014 -4.0789 2.7022  0.38
37 H -0.2694 -1.8715 -0.8467  0.51
38 H -2.3157 -1.0123 -0.2656  0.44
39 H -3.9180 -0.1863 1.4455  0.42
40 H -3.1413 0.2615 3.7779  0.40
41 H -0.7442 -0.1358 4.3787  0.42
42 H 0.8412 -0.9969 2.6768  0.39
43 C -3.9810 7.8305 0.8772  -0.80
44 O -2.6623 7.2753 1.1046  -0.42
45 C -2.2809 6.2059 0.3524  0.91
46 C -0.9868 5.6748 0.5910  -0.84
47 C -0.5436 4.5893 -0.1327  -0.61
48 C -1.3566 3.9809 -1.1222  0.36
49 C -0.8867 2.8389 -1.8607  1.20
50 O -1.7877 2.3852 -2.7714  -0.43
51 C -1.4804 1.3167 -3.5883  0.36
52 C -0.2464 0.6390 -3.4689  0.78
53 C -0.0289 -0.4501 -4.3579  -0.46
54 C -1.0144 -0.8220 -5.2596  -0.76
55 C -2.2359 -0.1271 -5.3215  -0.40
56 C -2.4768 0.9568 -4.4874  -0.74
57 C 0.6324 1.0748 -2.4594  -0.44
58 C 0.3355 2.1964 -1.7058  -0.37
59 C -2.6421 4.5254 -1.3579  -0.74
60 C -3.1073 5.6130 -0.6391  -0.56
61 H -4.0617 8.6597 1.5794  0.24
62 H -4.0815 8.1995 -0.1537  0.34
63 H -4.7635 7.0859 1.0828  0.34
64 H -0.3564 6.1335 1.3499  0.43
65 H 0.4470 4.1771 0.0456  0.35
66 H 0.9270 -0.9750 -4.3056  0.47
67 H -0.8440 -1.6658 -5.9307  0.41
68 H -3.0069 -0.4327 -6.0254  0.41
69 H -3.4083 1.5229 -4.5079  0.46
70 H 1.5588 0.5383 -2.2707  0.31
71 H 1.0397 2.5751 -0.9740  0.34
72 H -3.2981 4.0957 -2.1118  0.42
73 H -4.1064 6.0153 -0.8305  0.39

Results
Kohn-Sham gap in eV: 5.36
Net charge: +1
Energy relative to the best compared isomer or geometry (same formula, charge and spin) in eV: 0.000
Max |F| in eV Å⁻¹: 1.49
HOMO in eV: -9.8